Entry 1:
Entry from OMol25: a structure of composition C39H36ClMoN3Si2 in a non-equilibrium geometry (the ωB97M-V functional and the def2-TZVPD basis).

ORCA input file:
```
! RIJCOSX wB97M-V def2-TZVPD def2/J DEFGRID3
* xyz 2 3
N 0.9496 -2.3408 2.8971
C 1.1978 -3.5415 2.3099
C -1.1191 -0.2704 -0.0247
H 2.9124 -5.1094 4.7931
N 1.0134 -0.9846 4.8937
H -1.1210 -4.2887 -4.5249
H 1.8841 -1.9561 0.0491
C -2.3259 -0.7571 2.3797
H 1.3150 -1.0669 5.8641
Si 1.4442 3.2308 -0.7475
H -1.3788 5.6377 -5.1415
C 1.3544 -2.1407 4.1726
C 0.4919 4.7873 -4.4616
H 1.2397 -4.8407 -5.1178
Mo -0.1360 -0.7810 1.7844
H 1.0395 3.4332 5.9853
C 2.0730 -3.2974 -3.8482
H 3.1075 -3.5316 -4.1009
H -3.7986 1.9423 -3.6938
C -0.6975 1.4424 -5.0083
H -1.6092 -2.4327 -2.9452
H -2.3650 -0.0997 4.5269
C -2.0300 1.8585 -4.9290
H -2.4650 -2.4255 0.8496
H -2.5548 5.1929 -2.9917
C 0.8165 1.3644 -0.3040
C -0.2952 -1.5658 -0.0510
H 2.2153 3.8747 -3.5205
C 0.6948 2.6471 5.3174
H -2.8183 0.0729 1.8788
C -0.8323 4.3020 -2.0523
H -1.6620 -4.0346 2.8318
H 2.4071 -2.8767 5.8802
C -2.7667 1.5965 -3.7723
C 2.3592 -4.3366 4.2613
C -2.1018 -0.8659 3.7990
C -0.1947 2.9302 4.2710
H -1.6175 -2.5991 5.1052
H 1.0046 4.9596 -5.4087
C 0.5165 3.9349 -2.1885
H -0.6490 -2.5643 -0.2428
H 0.9198 0.4271 -4.0216
C 2.0855 -3.1145 4.8642
C -1.5047 4.9209 -3.1067
C 0.6786 0.3476 4.5958
H -1.3533 4.1078 -1.1120
H -2.4818 2.4059 -5.7585
H 2.5151 0.1980 -1.1177
H 1.8057 1.0257 6.2770
H 2.0660 -5.4822 2.4245
C -0.1213 0.7501 -3.9420
C 1.5573 0.1548 -0.6007
C 1.8970 -4.5468 2.9556
C -0.3006 -3.7217 -4.0859
H 2.7073 3.6744 -0.8008
C 1.1712 4.1748 -3.4051
H -1.1240 1.8025 0.6203
N -0.0871 0.6589 3.5312
C -2.1362 -2.0912 1.8304
H -0.1028 1.6657 -5.8945
C -1.7405 -2.1954 4.0994
C -1.7608 -2.9512 2.9044
C -0.5856 1.9118 3.4194
C 1.8001 -2.2566 -2.9469
C -0.8453 5.1669 -4.3141
H 0.8033 -3.6874 1.2998
C 1.1708 -1.1359 0.0521
H 2.6269 -1.6897 -2.5113
C 1.0258 -4.0301 -4.4179
H 0.8592 3.9422 0.4171
C -0.4409 1.0014 0.3202
C 0.4776 -1.9515 -2.6420
Cl 2.2569 0.0770 2.1208
C -0.5725 -2.6807 -3.1890
H -2.1965 -0.3010 -0.1498
C -2.1844 0.9060 -2.7016
H -0.5851 3.9318 4.0967
Si 0.0344 -0.5125 -1.3762
C -0.8666 0.4553 -2.7996
H -1.3040 2.0840 2.6153
H -2.7848 0.7254 -1.8089
C 1.1219 1.3328 5.4835
*
```

Calculated values
- max |F| (hartree/bohr) = 0.286
- lowest unoccupied orbital energy (spin up / spin down) (eV) = -7.5 / -8.3
- HOMO-LUMO gap (spin up / spin down) (Ha) = 0.2102 / 0.1817



Entry 2:
Entry from OMol25: a cluster of 7 separate species, C60H66BF6N2O6 in total in a non-equilibrium geometry (the ωB97M-V functional and the def2-TZVPD basis).

ORCA input file:
```
! RIJCOSX wB97M-V def2-TZVPD def2/J DEFGRID3
* xyz 1 1
C 0.5037 4.7918 -7.3932
C -0.5554 2.1488 0.0038
F 6.8878 3.8080 1.7509
H 2.7693 -6.0812 8.6708
H -7.0708 -2.3143 -2.5184
C -0.3020 -7.0534 -1.1260
H 6.1460 1.8381 1.9298
C 0.3040 -5.8249 -0.2177
H -8.7559 5.6698 -3.5668
H 3.9131 -4.4820 4.8400
C 8.2015 7.1730 1.4312
C -0.6368 4.4383 -6.6706
H 7.9544 -0.3128 2.7790
H 10.9300 5.5714 2.6931
H -2.9313 -4.4375 1.4396
O -0.0284 -3.6710 1.5102
C 2.3277 -3.4631 5.8652
C 7.7386 4.8416 1.8011
C -6.9420 -3.0289 0.8099
H 5.7910 -1.8633 0.6026
H 10.1916 7.8218 1.9470
C 7.3176 6.0958 1.3732
H 6.3074 6.2239 0.9989
C 1.5169 -3.4007 6.9931
H -7.5574 -3.4361 1.6084
F 2.1743 -2.5555 4.8920
H 5.4945 0.7126 5.6962
C -8.0175 2.3667 -3.2319
H 1.0370 -4.3137 8.8851
H 3.5925 -4.9484 -0.6125
H -11.2318 2.2297 -4.3257
C -6.1028 -2.3973 -5.3342
F -0.3022 0.8274 -6.6434
H 0.8686 1.2736 -1.7001
C -7.8412 3.7500 -3.2129
H -8.0956 -2.0057 -6.0256
O 4.1911 2.3930 6.0556
C -4.7051 -0.4853 -4.9128
C 1.5345 2.0130 5.9601
C 4.8567 1.4719 5.0751
H -1.2293 0.2879 -2.6567
H 0.7177 5.8398 -7.5917
O 3.1720 0.5690 7.3674
H 0.3397 3.0872 -1.9244
H 3.9732 1.4062 1.3093
B 3.3293 -3.5609 0.8208
H 0.0484 2.9021 0.6659
H 6.5092 3.1419 4.6684
C 6.9347 0.0415 3.2887
O 4.1460 -4.1492 -0.2989
C 5.7738 2.4200 4.1016
H 3.9739 0.9807 4.4654
C -10.2895 2.6670 -4.0121
C -0.9132 3.0943 -6.4213
C -4.8638 -2.0858 0.0479
C 2.6444 -5.3434 7.8811
H 2.6457 -3.8077 2.6906
C 3.2954 -4.4527 5.7317
H -1.7999 2.8013 -5.8689
H -1.6979 2.4827 0.0960
H -8.4722 -3.2484 -0.6925
H -7.2148 1.6989 -2.9370
H -1.0892 0.5556 1.6239
C -4.8814 -1.8686 -4.9318
C -6.6701 -2.3937 -1.5108
H -2.3801 -8.1939 -1.7779
H 6.0889 -2.0794 3.2100
C -5.7551 0.3552 -5.2853
C -7.1534 -1.5683 -5.7120
C -3.4554 1.0595 -1.7328
C -9.2389 1.8380 -3.6343
C -2.8586 -6.3365 -0.1439
H -3.7505 -0.0631 -4.6080
H 5.0103 3.1230 3.5118
H 9.3319 3.6552 2.6114
C 1.1017 2.4606 -7.6044
H 5.8849 0.0083 0.7777
C -1.9273 -7.3230 -1.1016
H 4.7474 -0.7723 3.4179
C -5.6370 -2.6141 1.0758
C -0.0398 2.1181 -6.8878
H -10.9349 4.7077 -4.2686
H -1.3094 5.2091 -6.3020
H -5.2182 -2.6982 2.0732
C 9.0289 4.6430 2.2800
H 1.4795 -5.6515 -0.2974
H -4.0787 -2.5364 -4.6369
C 9.9166 5.7178 2.3276
C -5.3692 -1.9688 -1.2422
C -0.0346 2.0377 -1.5567
C -10.1172 4.0508 -3.9826
H -4.0128 -6.5299 -0.1099
C -6.9811 -0.1845 -5.6824
C -1.2183 1.4789 -2.5961
F -3.6122 -1.6831 0.3047
C 2.8070 -2.0078 0.8881
O 2.9081 -4.4580 1.9475
H -6.8866 4.1722 -2.9081
H -3.3290 0.9702 -0.5698
C 0.0493 -2.5873 0.4745
H 4.2178 -6.1679 6.6558
H 0.3966 -7.7315 -1.8159
C 9.5002 6.9828 1.9055
H 2.2583 4.0817 -8.4296
H 7.1196 -0.0484 4.4577
H 7.7115 2.1538 2.9298
C -8.8913 4.5905 -3.5855
H 1.6568 2.8768 5.1767
H -3.3380 -0.0211 -2.1940
C -7.4558 -2.9206 -0.4847
N 3.2398 0.6487 1.1446
C 6.6437 1.6201 2.9664
H -0.8906 1.8696 -3.6727
H 0.2538 -3.0638 -0.6011
H -7.7987 0.4724 -5.9685
C -0.5171 0.5850 0.5943
H 1.7694 1.6801 -7.9545
N 1.9939 1.1523 1.0314
C 1.2627 -1.5173 0.7329
C 3.7475 -0.7205 1.0786
C 3.4588 -5.3949 6.7471
H 0.8086 2.3053 6.8484
F -6.2703 -3.7262 -5.3581
C -0.6230 -4.8073 0.7301
H -4.7477 -1.5486 -2.0259
H 1.1179 1.0726 5.3913
O -2.5436 2.0646 -2.3364
C 5.7565 -0.9992 2.8280
C 1.3726 3.8041 -7.8635
C -2.2367 -5.1118 0.7624
H -5.6197 1.4345 -5.2667
H -4.5648 1.3939 -1.9791
C 5.3791 -0.9717 1.2348
F -9.4065 0.5091 -3.6582
C 1.6725 -4.3493 8.0035
H 0.7724 -2.6158 7.0760
H -1.0572 -0.0610 -0.2520
H 7.8784 8.1594 1.1070
C 3.0264 1.5971 6.5227
H -1.0258 -2.1349 0.4218
C 1.0593 0.0568 0.8075
*
```

Calculated values
- max |F| (hartree/bohr) = 0.168
- lowest unoccupied orbital energy (eV) = -4.7
- HOMO-LUMO gap (Ha) = 0.2157



Entry 3:
Entry from OMol25: the molecule C3H5NOS2 in a non-equilibrium geometry (the ωB97M-V functional and the def2-TZVPD basis).

ORCA input file:
```
! RIJCOSX wB97M-V def2-TZVPD def2/J DEFGRID3
* xyz 0 1
S 0.3646 2.1709 0.1969
C 0.4583 -0.5936 0.0838
H -2.4874 0.6715 0.2754
H 1.5695 0.7461 -1.3486
H -0.9147 -2.0457 0.9379
C 0.7526 0.7592 -0.4901
S -2.3458 -0.5206 -0.3467
H -0.9817 -0.4307 1.5839
C -0.9348 -0.9471 0.6572
H 3.0385 -1.8284 -0.0240
N 1.3490 -1.4797 0.2200
O 2.5470 -1.0589 -0.2592
*
```

Calculated values
- max |F| (hartree/bohr) = 0.050
- SMILES = O/N=C(\C=S)CS
- lowest unoccupied orbital energy (eV) = -0.9
- HOMO-LUMO gap (Ha) = 0.2964